C40H50N8RuSbSi3 | wB97M-V/def2-TZVPD

Values from the calculation:
Frontier orbital gap (spin up / spin down) (eV): 4.63 / 4.63
E_HOMO (spin up / spin down) (hartree): -0.42935 / -0.47729
<S²>: 8.801

Geometry as ORCA input:
```
! RIJCOSX wB97M-V def2-TZVPD def2/J DEFGRID3
* xyz 2 6
Ru 2.0057 0.6603 -0.9134
C 1.4046 4.7862 0.7534
C 1.5603 3.7277 -0.4028
N 1.8739 2.3082 0.0762
C 1.7220 2.1854 1.5228
C 1.1798 3.1611 2.3571
N 1.1126 4.3703 2.0112
C 1.8936 0.7991 2.0251
C 2.0576 0.6135 3.3532
C 2.3656 -0.7983 3.6381
C 2.5202 -1.7615 2.6884
C 2.4695 -1.4129 1.3619
N 2.0677 -0.2127 1.0217
C 2.7809 -2.1329 0.1233
C 2.8756 -3.5731 0.1389
N 3.1340 -4.2640 -0.9635
C 3.1811 -3.6418 -2.1130
C 3.1114 -2.2573 -2.1630
N 2.7127 -1.4626 -1.0194
C 2.4396 -1.2599 5.0629
C 3.4604 -1.9263 5.6575
C 3.3694 -2.2599 7.0605
N 2.3817 -1.8837 7.8366
C 1.3192 -1.2192 7.1964
C 1.3326 -0.9382 5.8485
H 1.4465 5.8010 0.8000
H 2.3892 4.2388 -1.0008
H 0.7550 3.0232 3.4416
H 1.9296 1.1620 4.2239
H 3.0021 -2.7233 2.9649
H 2.8457 -4.0805 1.1186
H 3.3502 -4.0765 -3.0936
H 3.0263 -1.6966 -3.0406
H 4.3281 -2.2913 5.0798
H 4.1562 -2.8293 7.3977
H 0.5291 -0.8302 7.7970
H 0.5186 -0.2632 5.5728
C -0.9392 -0.9620 -3.1950
Sb -0.4749 -0.7351 -1.1268
C 1.5514 1.6320 -2.4340
C 0.5684 2.7258 -2.5082
C -0.4288 2.9382 -3.4162
C -1.5608 3.7197 -3.1534
C -1.8397 4.3983 -1.9894
C -0.7439 4.3921 -1.1314
N 0.3620 3.5136 -1.3740
Si 2.6245 1.4430 -3.8641
C 3.0163 3.0069 -4.7186
C 4.3007 0.7553 -3.3093
C 2.0640 0.1846 -5.1935
C -2.3062 -1.0841 0.0998
C -2.1358 -0.0382 1.0878
C -2.5971 -0.1894 2.3629
C -2.4750 0.8714 3.2881
C -1.9746 2.0779 2.8546
C -1.5764 2.1018 1.5321
N -1.5514 1.1347 0.6729
Si -3.9130 -0.3405 -0.8966
C -4.5380 -1.5582 -2.1047
C -3.6380 1.2455 -1.6952
C -5.2718 -0.1238 0.3868
Si -2.3424 -2.9775 0.4425
C -0.9427 -3.3596 1.6473
C -2.0591 -3.9557 -1.1402
C -4.0233 -3.4858 1.2752
H -0.0323 -1.0472 -3.8128
H -1.4284 -0.0541 -3.5816
H -1.4408 -1.8590 -3.5404
H -0.3277 2.3632 -4.3485
H -2.3119 3.7015 -4.0116
H -2.7332 5.0059 -1.8716
H -0.5950 4.8681 -0.1998
H 3.6309 3.6477 -4.0927
H 2.1405 3.6025 -4.9575
H 3.6123 2.8829 -5.5762
H 4.5797 0.7684 -2.2192
H 4.9996 1.4331 -3.7113
H 4.5292 -0.2470 -3.7453
H 1.0151 0.2912 -5.3392
H 2.2100 -0.9181 -5.0280
H 2.6392 0.4140 -6.1297
H -3.1082 -1.1326 2.6533
H -2.8272 0.7144 4.3040
H -1.9315 2.9432 3.4604
H -1.2383 3.0669 1.1727
H -5.5385 -1.2723 -2.4028
H -4.6362 -2.5046 -1.5937
H -4.0935 -1.8320 -3.0097
H -2.7893 1.0987 -2.3892
H -3.3789 2.0580 -1.0545
H -4.6075 1.3276 -2.2294
H -5.7668 -1.0048 0.7018
H -6.0424 0.4975 -0.1279
H -4.9338 0.3654 1.2696
H 0.0380 -3.2620 1.1997
H -1.1273 -4.4358 1.9107
H -1.0128 -2.8442 2.6215
H -0.9564 -4.0663 -1.3280
H -2.3877 -3.2994 -1.9483
H -2.6530 -4.8635 -1.0710
H -4.3430 -3.0729 2.2573
H -4.0934 -4.5258 1.3739
H -4.8231 -3.1808 0.5757
*
```

H19O10 | wB97M-V/def2-TZVPD

Values from the calculation:
Frontier orbital gap (eV): 9.23
E_HOMO (hartree): -0.22859
Energy relative to the best compared isomer or geometry (same formula, charge and spin) (eV): 1.546

Geometry as ORCA input:
```
! RIJCOSX wB97M-V def2-TZVPD def2/J DEFGRID3
* xyz -1 1
O -0.3963 0.4339 -0.1402
H 0.5214 0.2175 -0.1628
O 0.3678 0.3425 -2.7088
H 0.2214 0.1780 -1.7909
H -0.3056 0.8766 -3.0739
O -0.6425 -2.1271 -0.0688
H -1.5954 -2.1417 -0.1845
H -0.5174 -1.1490 -0.0535
O 1.9571 0.4064 2.1107
H 1.4085 -0.0516 2.7560
H 2.2716 -0.3515 1.6976
O 1.4359 2.3675 -0.1375
H 0.7294 1.6785 0.0025
H 2.2006 1.8348 0.0142
O 1.5195 -2.8300 1.3767
H 1.6450 -3.7674 1.1460
H 0.8427 -2.5070 0.7064
O -1.8300 0.9074 2.0192
H -2.0556 0.0634 2.4797
H -1.1710 0.7380 1.3133
O -1.6992 2.6926 -1.1913
H -1.6922 1.7223 -1.0296
H -2.5407 3.0566 -1.5482
O 2.3089 -1.0862 -0.6111
H 2.8987 -0.3171 -0.4455
H 2.6948 -1.8512 -0.1013
O -2.9713 -0.0484 -1.0304
H -2.0709 0.0699 -0.6369
H -3.5355 0.6424 -0.7069
*
```

C2H11NO3 | wB97M-V/def2-TZVPD

Values from the calculation:
Frontier orbital gap (eV): 8.71
E_HOMO (hartree): -0.29433
Energy relative to the best compared isomer or geometry (same formula, charge and spin) (eV): 1.412
SMILES string: C=CN.O.O.O

Geometry as ORCA input:
```
! RIJCOSX wB97M-V def2-TZVPD def2/J DEFGRID3
* xyz 0 1
C -2.2690 1.2521 -1.1140
C -2.2908 -0.0737 -0.8733
N -1.3510 -0.8760 -0.2628
H -1.5688 1.8656 -0.5547
H -2.7913 1.5809 -2.0002
H -3.2550 -0.5591 -1.0828
H -0.5018 -1.0948 -0.7627
H -1.6834 -1.6797 0.1536
H 2.6306 0.9228 3.6417
H 3.5283 -0.0602 2.8948
O 2.6379 0.0482 3.2379
H 0.4315 1.2034 0.2644
H 1.1225 0.3972 1.3375
O 1.2172 0.6682 0.4157
H 1.2983 -1.9926 -1.8950
H 1.7256 -0.5498 -1.4232
O 1.1195 -1.0523 -1.9769
*
```

C21H23N5O4 | wB97M-V/def2-TZVPD

Values from the calculation:
Frontier orbital gap (eV): 8.56
E_HOMO (hartree): -0.32145
Energy relative to the best compared isomer or geometry (same formula, charge and spin) (eV): 0.447
SMILES string: COc1ccccc1C(=O)N1CCN(Cc2nc3cc([N+](=O)[O-])ccc3n2C)CC1

Geometry as ORCA input:
```
! RIJCOSX wB97M-V def2-TZVPD def2/J DEFGRID3
* xyz 0 1
C -6.0521 -0.3483 0.4478
H -6.8508 0.3701 0.2402
H -5.9586 -0.4869 1.5304
H -6.2982 -1.3021 -0.0163
O -4.8333 0.0501 -0.1304
C -4.3049 1.2560 0.2251
C -4.8374 2.1006 1.1913
C -4.2152 3.3044 1.4821
C -3.0673 3.6853 0.8137
C -2.5379 2.8526 -0.1586
C -3.1337 1.6368 -0.4482
C -2.6006 0.7981 -1.5712
O -2.6178 1.2039 -2.7183
N -2.1139 -0.4180 -1.2386
C -1.9350 -0.9291 0.0935
H -2.2571 -0.1897 0.8267
C -0.4592 -1.2709 0.3220
N -0.0290 -2.2277 -0.6806
C -0.1511 -1.6452 -2.0084
C -1.6191 -1.3106 -2.2622
H -1.7416 -0.8134 -3.2253
H -2.2116 -2.2323 -2.2433
H 0.1868 -2.3792 -2.7413
H 0.4658 -0.7408 -2.1114
C 1.2746 -2.8027 -0.4044
C 2.3650 -1.7922 -0.2294
N 2.7018 -0.9253 -1.1392
C 3.6870 -0.1547 -0.5872
C 4.3993 0.9056 -1.1225
C 5.3580 1.4880 -0.3079
C 5.6112 1.0460 0.9985
C 4.9065 -0.0046 1.5381
C 3.9416 -0.6039 0.7371
N 3.0788 -1.6446 0.9404
C 2.9692 -2.4388 2.1328
H 3.1968 -3.4859 1.9217
H 1.9633 -2.3697 2.5524
H 3.6791 -2.0700 2.8698
H 5.1057 -0.3408 2.5440
H 6.3745 1.5519 1.5689
N 6.1289 2.5882 -0.8184
O 5.9084 2.9565 -1.9530
O 6.9589 3.0877 -0.0853
H 4.2249 1.2651 -2.1233
H 1.1856 -3.4161 0.4961
H 1.5289 -3.4549 -1.2446
H -0.3458 -1.7201 1.3126
H 0.1324 -0.3391 0.2850
H -2.5348 -1.8394 0.2107
H -1.6537 3.1409 -0.7068
H -2.5918 4.6273 1.0385
H -4.6431 3.9485 2.2361
H -5.7384 1.8338 1.7209
*
```

C11H22Si | wB97M-V/def2-TZVPD

Values from the calculation:
Frontier orbital gap (spin up / spin down) (eV): 7.59 / 6.02
E_HOMO (spin up / spin down) (hartree): -0.24067 / -0.34602
<S²>: 2.021

Geometry as ORCA input:
```
! RIJCOSX wB97M-V def2-TZVPD def2/J DEFGRID3
* xyz 0 3
C -1.8212 -4.3130 1.5101
C -1.5682 -3.2984 0.9277
C 1.8112 2.1068 1.1129
C 1.3234 0.3884 -2.2095
C 0.2149 -1.8502 -2.3232
C -1.7222 1.5926 1.3850
C -2.8182 0.4684 -0.6805
C 2.2975 0.6638 1.3223
C 1.1587 -0.2610 1.7190
C 0.8672 -0.8503 -1.3359
C -1.5571 0.9098 0.0079
Si -0.1644 -0.4955 0.2355
H -2.3725 -5.2557 1.9162
H 1.4300 2.5170 2.1143
H 2.7507 2.8101 0.8715
H 0.9466 2.1858 0.3570
H 0.5414 1.1691 -2.2410
H 2.1844 0.8606 -1.6481
H 1.8387 0.3094 -3.1668
H 0.9794 -1.9444 -3.0250
H -0.5624 -1.4343 -2.9155
H -0.0508 -2.8331 -1.9314
H -0.7822 2.1368 1.6434
H -2.5493 2.3286 1.4252
H -2.0114 0.8298 2.1424
H -2.4381 -0.0982 -1.6496
H -3.3390 1.2931 -0.9929
H -3.3565 -0.1072 0.1121
H 2.8398 0.4649 0.3883
H 3.0597 0.8168 2.1071
H 0.6688 -0.0503 2.6624
H 1.6155 -1.2397 1.7771
H 1.6677 -1.4905 -1.0114
H -1.0821 1.6698 -0.6068
*
```

C6H15NO | wB97M-V/def2-TZVPD

Values from the calculation:
Frontier orbital gap (eV): 10.86
E_HOMO (hartree): -0.36477
Energy relative to the best compared isomer or geometry (same formula, charge and spin) (eV): 3.432
SMILES string: CCC(N)=O.CCC

Geometry as ORCA input:
```
! RIJCOSX wB97M-V def2-TZVPD def2/J DEFGRID3
* xyz 0 1
C 1.8490 -1.1767 -0.7615
C 1.4944 -0.2967 -1.9398
C 1.9115 -0.4262 0.6975
O 1.4737 0.5757 0.9916
N 2.2882 -1.4831 1.6659
H 1.1655 -1.9767 -0.7215
H 2.8556 -1.5734 -0.8600
H 1.5413 -0.7153 -2.8852
H 2.4156 0.2575 -2.1259
H 2.5257 -1.0953 2.6093
H 2.0724 -2.3069 1.5912
H 0.5915 0.3910 -1.5611
C -1.7969 0.4797 -0.0476
C -1.6039 1.8656 -0.4324
C -2.6459 0.1932 1.3126
H -0.8265 -0.0881 0.1228
H -2.3572 -0.0858 -0.9335
H -0.8491 2.0228 -1.2847
H -2.4920 2.4666 -0.4638
H -2.2398 0.6288 2.1661
H -2.9048 -0.8556 1.3607
H -0.8924 2.4185 0.3209
H -3.5759 0.7804 1.1787
*
```

C12H41N8O11 | wB97M-V/def2-TZVPD

Values from the calculation:
Frontier orbital gap (eV): 6.37
E_HOMO (hartree): -0.15900
Energy relative to the best compared isomer or geometry (same formula, charge and spin) (eV): 5.763

Geometry as ORCA input:
```
! RIJCOSX wB97M-V def2-TZVPD def2/J DEFGRID3
* xyz -1 1
O 0.3928 -1.0888 0.8521
C -0.2927 -0.4295 1.7899
O -1.5230 -0.5976 1.6950
O 0.2096 0.4137 2.5853
H -0.4970 -1.3667 0.6226
C 7.5216 1.4154 -0.1078
O 8.7032 1.1343 0.1604
N 6.3602 0.7287 -0.0079
N 7.1942 2.5416 -0.5754
H 5.4999 1.2562 -0.0485
H 6.4352 -0.2518 0.2225
H 7.8884 3.2011 -0.8968
H 6.2568 2.6208 -0.9429
C -4.0858 -7.1334 4.3848
O -2.8899 -7.2382 4.5047
N -4.8602 -8.2323 4.5168
N -4.6618 -5.9855 4.2557
H -4.4882 -9.1700 4.5659
H -5.7505 -7.9658 4.1214
H -5.6588 -6.0107 4.0961
H -4.0937 -5.1643 4.1046
C 1.2817 2.3182 -3.9090
O 2.1893 2.5284 -3.1774
N 0.5140 1.2216 -3.9013
N 0.9842 3.1350 -4.8447
H 0.9426 0.4529 -3.4058
H -0.3519 1.0791 -4.4013
H 0.1318 2.9682 -5.3602
H 1.4872 4.0070 -4.9266
C 0.5735 7.5677 1.4083
C 1.8701 7.7197 2.2389
C 1.5911 8.4010 3.6086
O 1.2897 9.8034 3.5313
C 2.3884 10.4214 2.7845
N 2.4810 6.4552 2.6840
H -0.1287 6.8822 1.8827
H 0.8095 7.1111 0.4471
H -0.0247 8.4423 1.1525
H 2.5659 8.1622 1.5261
H 2.5405 8.3324 4.1397
H 0.8395 7.8476 4.1715
H 2.3243 11.4609 3.1062
H 2.0341 10.3245 1.7582
H 3.4432 10.1799 2.9152
H 2.9288 6.1604 1.8280
H 1.6641 5.8665 2.7628
C -3.1889 -7.3383 -7.7370
C -3.3781 -7.6279 -6.2339
C -2.8458 -6.5871 -5.3054
O -2.9085 -7.2064 -4.0610
C -2.5497 -6.4331 -2.9462
N -4.7817 -7.6806 -5.9482
H -2.1326 -7.3603 -8.0052
H -3.6620 -6.4128 -8.0653
H -3.6368 -8.0502 -8.4304
H -3.0384 -8.6403 -6.0152
H -3.5372 -5.7445 -5.2924
H -1.8713 -6.1450 -5.5130
H -2.8888 -7.0437 -2.1094
H -3.1273 -5.5105 -3.0046
H -1.4737 -6.2596 -2.9375
H -4.9564 -8.6055 -6.3146
H -4.8108 -7.7682 -4.9425
O 0.0404 -0.5273 7.9540
H -0.8339 -0.5579 8.3426
H -0.1016 -0.7235 7.0280
O -4.5391 3.0883 2.4147
H -5.2431 2.4411 2.4554
H -3.7496 2.5739 2.2463
O 5.2062 0.8341 5.1958
H 5.6654 0.6932 4.3679
H 4.3139 1.0663 4.9389
*
```

C5H10O | wB97M-V/def2-TZVPD

Values from the calculation:
Frontier orbital gap (eV): 10.59
E_HOMO (hartree): -0.35198
Energy relative to the best compared isomer or geometry (same formula, charge and spin) (eV): 2.616
SMILES string: CC[C@H]1O[C@H]1C

Geometry as ORCA input:
```
! RIJCOSX wB97M-V def2-TZVPD def2/J DEFGRID3
* xyz 0 1
C 1.7824 0.2542 -0.7763
C 0.9311 1.0601 0.2159
C 0.1348 0.1029 1.0273
O -1.0919 0.3058 1.6213
C -0.8152 -0.7993 0.4251
C -2.0073 -0.5604 -0.4281
H 2.3220 -0.5694 -0.2879
H 2.5232 0.8945 -1.2595
H 1.1626 -0.1935 -1.5647
H 1.5546 1.6381 0.8991
H 0.2539 1.7351 -0.3119
H 0.7410 -0.4701 1.7400
H -0.4751 -1.8525 0.4349
H -2.1896 0.5089 -0.4833
H -2.8288 -1.0021 0.1530
H -1.9979 -1.0523 -1.4049
*
```

C5H9N2OS | wB97M-V/def2-TZVPD

Values from the calculation:
Frontier orbital gap (spin up / spin down) (eV): 7.24 / 8.85
E_HOMO (spin up / spin down) (hartree): -0.49309 / -0.48818
Energy relative to the best compared isomer or geometry (same formula, charge and spin) (eV): 6.122
SMILES string: C=C(/[NH+]=C/N=O)SCC

Geometry as ORCA input:
```
! RIJCOSX wB97M-V def2-TZVPD def2/J DEFGRID3
* xyz 1 1
C 0.4570 2.4661 -0.0095
C 3.6522 0.1736 -0.0231
C 1.4552 1.0803 -0.2234
C -1.7230 -1.5287 -0.2213
C -1.0194 -0.1901 -0.2221
N 4.8878 0.2979 -0.1711
N 2.7763 1.2433 -0.1169
O 5.9923 -0.1243 -0.0847
S 0.7688 -0.4320 -0.5823
H -0.5473 2.4172 -0.3466
H 0.9638 3.3517 0.3032
H 3.1698 -0.8052 0.0686
H -1.2510 -2.2288 0.4634
H -2.7514 -1.3839 0.1005
H -1.7356 -1.9658 -1.2175
H -1.0724 0.2970 0.7487
H -1.4189 0.4581 -1.0005
H 3.1607 2.1767 -0.0047
*
```

C4H7PS | wB97M-V/def2-TZVPD

Values from the calculation:
Frontier orbital gap (spin up / spin down) (eV): 8.27 / 7.27
E_HOMO (spin up / spin down) (hartree): -0.29272 / -0.26868
Energy relative to the best compared isomer or geometry (same formula, charge and spin) (eV): 4.464

Geometry as ORCA input:
```
! RIJCOSX wB97M-V def2-TZVPD def2/J DEFGRID3
* xyz 0 1
C -0.1029 -0.7146 -0.7705
C 0.0278 -0.8596 0.7731
C -0.0565 0.5624 1.3196
C 0.2277 0.7303 -1.1559
P 1.6582 -0.0090 1.2663
S -0.8767 1.7189 -2.0292
H 0.5131 -1.3855 -1.3100
H -1.0314 -1.0781 -1.2973
H -0.4414 -1.8005 1.0473
H -0.6757 0.9169 2.1746
H 1.2354 0.8855 -1.2298
H 1.6422 -0.2927 2.5888
H -2.1196 1.3260 -1.3769
*
```

C5H8Cl3NO3 | wB97M-V/def2-TZVPD

Values from the calculation:
Frontier orbital gap (eV): 9.94
E_HOMO (hartree): -0.36891
Energy relative to the best compared isomer or geometry (same formula, charge and spin) (eV): 0.000
SMILES string: O=C(Cl)C(Cl)Cl.[H]/N=C(/O)OCC

Geometry as ORCA input:
```
! RIJCOSX wB97M-V def2-TZVPD def2/J DEFGRID3
* xyz 0 1
C -0.2569 0.0705 -0.8723
C 1.2696 0.4872 1.9858
C 0.8436 1.2680 0.6925
C -1.4238 -0.8667 -4.3001
C 0.1106 -0.8578 -4.1859
N -1.1693 -0.2051 -1.7081
O 0.8629 -0.7152 -0.9143
O 0.6951 -1.5709 -3.4144
O -0.3030 1.0299 -0.0356
Cl -2.1404 0.5568 -5.1506
Cl -1.7685 -2.3850 -5.2361
Cl 0.8847 0.1820 -5.2635
H 2.2378 0.7377 2.3001
H 0.5462 0.5806 2.8522
H 1.4422 -0.5863 1.7600
H 1.7194 1.3801 -0.0773
H 0.6582 2.2872 1.0486
H -1.9026 -0.8951 -3.2372
H -1.9876 0.4073 -1.5874
H 0.8159 -1.1899 -1.8051
*
```